126
Properties=species:S:1:pos:R:3:forces:R:3 method="wB97M-V/def2-TZVPD" lumo_ev=1.32 largest_force_ev_per_a=2.4 total_charge=-1 e_homo_ev=-4.70
H -2.3358 1.0700 1.0204 -0.08 0.02 -0.30
H -3.5905 -1.5349 -0.4568 0.04 0.32 -0.09
H -0.8326 2.3040 2.9298 0.00 0.04 0.11
H -4.0116 -2.1185 -4.0099 0.07 0.15 0.26
N -8.2559 1.0146 -0.0827 -0.17 -0.05 -0.02
H 8.0553 3.0524 1.7451 0.01 0.12 -0.10
H -2.6434 3.1734 -3.0019 0.44 0.25 0.61
H 4.3767 -0.7413 -5.0402 -0.14 0.05 0.02
H 4.2520 -5.2307 6.9658 0.01 0.14 0.01
C 2.8735 -3.6871 7.3630 -0.10 -0.03 0.01
H -4.6897 -1.5032 -1.8216 0.09 0.19 0.08
H -0.4067 -0.8391 7.9170 -0.13 -0.04 0.07
C 0.5631 0.1164 0.4599 1.11 0.46 0.11
H -5.1113 3.0367 -1.1701 -0.06 -0.08 -0.25
C -1.4152 1.4409 -2.2979 0.03 0.01 -0.16
C 7.7947 2.4872 0.8509 -0.04 -0.23 0.33
H 5.4347 -0.4689 6.1069 0.07 -0.02 -0.21
C -2.6477 -1.7139 -2.3778 -0.48 0.04 -0.07
C -1.7435 0.6672 0.1944 -0.50 -0.43 -0.43
H -1.3484 0.5657 -2.9540 -0.15 -0.04 0.33
H 5.4494 -6.1685 2.2515 -0.10 -0.10 0.10
C 5.5783 6.9619 0.9384 0.00 0.00 -0.02
H 8.4982 1.6602 0.7636 0.02 0.06 -0.13
N 5.2053 -2.2745 3.5125 0.10 -0.02 0.08
C 1.0727 -2.3654 -2.3686 -0.29 1.14 -0.36
C -3.7573 0.4152 -1.4091 0.16 -0.53 1.03
H 0.7617 -1.7268 8.8816 -0.07 -0.05 0.07
B -4.4144 2.3809 -0.4332 1.05 -0.38 2.09
C -8.0358 -0.0767 -0.3601 0.08 0.13 -0.01
H -4.5151 2.6537 0.7626 -0.60 0.40 0.00
C -0.7213 -2.7412 -4.1407 0.45 -0.03 -0.05
O -2.9392 2.4290 -0.6619 0.79 0.84 -1.54
H 1.1752 -3.7111 3.0305 -0.06 0.21 0.08
H 0.3550 -2.9337 1.6868 -0.14 0.14 0.23
H -2.2863 1.1644 -4.7478 -0.02 0.21 0.08
C -1.0769 3.3482 2.7366 -0.09 -0.20 -0.34
H -0.8370 2.0462 -5.1556 -0.13 0.24 0.10
C 4.5165 -0.3126 -4.0485 0.36 -0.16 -0.14
H -3.1077 -6.4250 -6.6629 0.01 0.14 0.04
H -8.0835 -1.6746 -1.7328 -0.01 0.16 -0.01
C -1.8297 2.1576 -4.6923 -0.30 -0.35 0.15
N -7.8565 2.3222 -5.4742 -0.11 0.04 -0.02
H 5.1546 -4.4835 2.6817 -0.15 0.01 0.10
C 0.8068 -2.7429 2.6674 0.48 0.10 -0.19
N 5.5666 7.5499 1.9244 0.03 -0.02 -0.01
O -0.5779 3.5482 -3.2090 -0.34 0.49 0.39
H -1.8565 -0.4241 0.2482 0.60 0.13 0.17
H -4.6591 -6.9029 -5.9839 -0.04 0.12 0.06
N 7.8561 4.0026 -1.2650 0.07 -0.05 0.03
C 4.7621 -1.2971 5.8829 0.09 0.36 0.26
N 2.9145 -6.1717 4.1442 0.08 -0.07 -0.27
N 3.8188 4.7914 -2.9140 -0.02 0.07 0.04
H 4.6552 6.3213 -0.8517 -0.03 0.07 0.11
H 4.9108 -2.0565 6.6448 0.01 -0.07 -0.09
H 4.2045 -5.2476 1.4131 -0.14 -0.03 0.08
C 5.5930 6.2144 -0.3114 -0.06 -0.06 -0.27
H 1.1740 -2.8644 -1.4000 0.05 -0.26 -0.30
H 0.0539 -3.1114 -4.8099 -0.24 -0.01 -0.04
N 2.6327 -2.5917 7.6095 -0.03 -0.14 0.13
N -1.1041 4.7347 4.9415 0.03 -0.02 -0.01
H 0.1632 -0.8788 0.6866 -0.26 0.20 -0.16
O -4.6083 0.8775 -0.4618 0.06 -0.80 -0.77
C 4.6733 -5.4148 2.3821 0.35 0.11 -0.28
H -0.3932 1.5925 -1.9271 -0.31 0.00 0.24
C -2.0504 -2.6574 -4.5113 0.61 -0.38 -0.75
C -0.0051 -0.9565 8.9229 0.24 0.09 -0.23
H 2.7230 -1.9468 3.2672 0.07 0.48 -0.12
C -1.3202 -1.8452 -2.0204 -0.25 0.23 0.88
H -8.2545 -2.1499 -0.0450 -0.05 0.13 0.07
C -4.4595 -4.8362 -6.3532 -0.04 -0.01 0.00
H 1.3580 1.4697 1.9195 0.31 -0.11 0.01
C -2.3850 1.2054 -1.1280 -1.80 1.31 0.61
C -1.0516 -1.2993 9.8752 -0.01 0.05 -0.01
H 5.7481 5.1530 -0.1382 -0.02 0.03 0.09
C 3.2798 0.2674 -3.5487 0.03 0.07 -0.03
H -2.3160 -3.0085 -5.5034 -0.25 0.18 0.15
H -7.6146 3.9060 -2.7485 0.11 -0.08 -0.10
H 1.7538 -2.7352 -3.1420 0.00 -0.25 0.33
C -8.0669 2.6799 -4.4035 0.08 -0.02 0.05
H 6.8021 2.0644 1.0032 -0.03 0.07 -0.12
H 2.7489 -5.7686 7.7029 -0.07 0.15 0.08
C -7.7517 -1.4556 -0.7183 0.14 -0.44 -0.09
I -4.8384 0.9533 -3.2994 0.05 0.10 -0.87
C 1.9546 -1.6983 2.5340 -1.58 -1.13 -0.24
C -2.9874 -2.1513 -3.6462 -0.96 -0.13 -0.58
C 3.1759 -5.0590 6.9949 -0.03 -0.36 -0.12
C -1.0921 4.1245 3.9687 -0.02 -0.01 -0.02
H 2.7735 -5.2905 6.0032 0.05 0.15 0.30
H 0.7830 5.3495 -2.2247 0.11 -0.14 -0.09
C 7.8291 3.3334 -0.3332 0.05 -0.03 -0.02
H 0.0511 -2.3382 3.3458 0.08 -0.22 -0.04
H 2.3315 -1.8165 1.5087 0.42 0.25 0.30
C -0.3584 -2.3339 -2.8765 0.86 -0.32 0.58
H -2.0469 3.3706 2.2362 -0.02 0.07 0.05
O -0.4096 1.1322 0.3707 -0.24 -0.91 0.34
C -1.7110 2.6553 -3.2156 0.51 -1.23 -1.60
C 1.6332 6.0367 -2.2406 -0.49 0.15 0.15
H 0.1368 3.0326 -3.6029 0.00 0.10 0.12
C 1.5690 0.4465 1.5986 -0.62 -0.45 -0.45
C 3.6936 -5.8377 3.3697 -0.03 -0.01 -0.07
H 1.7157 6.4845 -1.2499 0.17 -0.07 0.00
H 1.3949 6.8353 -2.9421 0.15 -0.06 -0.09
H 3.7423 -0.9306 5.9817 -0.03 -0.10 -0.14
H 6.3904 6.5558 -0.9694 0.05 0.03 0.10
H 1.3386 -1.3050 -2.1991 0.13 -0.53 -0.02
H 0.4835 -0.0207 9.1916 -0.11 0.00 0.12
C 5.0095 -1.8358 4.5553 0.09 0.01 0.04
N -1.8742 -1.5693 10.6287 0.03 -0.02 0.00
C -4.1784 -6.2243 -6.6875 0.09 -0.38 -0.09
C -8.3156 3.1247 -3.0395 -0.08 0.09 0.35
H 5.3017 0.4395 -4.1192 -0.12 0.10 0.06
N -4.6811 -3.7430 -6.0860 -0.08 -0.07 -0.07
O 1.3890 -0.4101 2.7276 0.68 0.30 -0.12
H 1.1228 0.0729 -0.4898 -0.21 -0.08 0.08
H -6.6820 -1.6560 -0.6679 0.02 0.20 0.04
H -4.5397 -6.4696 -7.6855 -0.04 0.14 0.00
C 2.8581 5.3468 -2.6166 -0.08 -0.07 -0.06
C -3.7217 -1.1316 -1.4745 0.42 -0.19 0.26
H -0.3393 3.7326 2.0336 0.00 0.08 0.07
H -8.2028 2.3050 -2.3296 0.10 -0.03 -0.09
H -2.4712 2.8128 -5.2920 0.36 0.07 0.01
H -1.0153 -1.5382 -1.0252 0.05 -0.08 -0.17
N 2.3056 0.7264 -3.1546 -0.01 0.08 -0.01
H 2.5856 0.3194 1.2023 -0.01 0.33 0.25
H -9.3248 3.5229 -2.9330 -0.01 -0.04 -0.15
H 4.8727 -1.1052 -3.3909 -0.13 0.03 0.08